Record 1
Density functional theory data (wB97M-V/def2-TZVPD) for C5H14N2S in the gas phase.

Structure (XYZ):
```
22
C5H14N2S (wB97M-V/def2-TZVPD)
C -0.981 -0.926 1.504
C -0.296 -0.375 0.281
C 0.978 -1.219 0.077
C 1.770 -0.651 -1.050
S 2.831 -2.138 -1.573
N 0.008 1.080 0.529
C -0.714 2.016 -0.410
N -2.145 1.960 0.010
H -1.458 -1.904 1.217
H -1.900 -0.525 1.861
H -0.325 -1.030 2.328
H -0.843 -0.519 -0.613
H 1.596 -1.522 1.017
H 0.677 -2.273 -0.110
H 2.361 0.264 -0.622
H 1.103 -0.463 -1.922
H 3.921 -1.401 -2.168
H -0.311 1.286 1.445
H -0.204 3.007 -0.471
H -0.629 1.618 -1.436
H -2.832 2.397 -0.564
H -2.606 1.320 0.671
```

* ΔE to the lowest compared entry with this formula, charge and spin: 37.2 kcal per mole
* E: -706.530859 Eh
* E_LUMO: 1.01 eV
* structure (SMILES): C[C@H](CCS)NCN
* highest occupied orbital energy: -0.3265 hartree
* total charge: 0
* orbital gap: 9.9 eV



Record 2
Density functional theory data (wB97M-V/def2-TZVPD) for 2 unconnected molecules or ions with the total composition C5H14N3.

Structure (XYZ):
```
22
C5H14N3 (wB97M-V/def2-TZVPD)
C 1.856 0.082 2.694
C 1.020 0.275 1.426
C -0.387 -0.362 1.469
C -1.082 -0.077 0.125
C -1.556 -1.145 -0.735
N -2.314 -1.039 -1.953
N -1.187 1.207 -0.206
N 1.347 1.165 -2.676
H 1.180 -0.059 3.497
H 2.536 -0.781 2.749
H 2.390 0.874 3.132
H 1.475 -0.111 0.460
H -0.353 -1.388 1.675
H -0.875 0.181 2.183
H -1.728 -2.162 -0.360
H -2.031 -0.975 -2.928
H -3.195 -1.538 -1.820
H -1.562 1.113 -1.134
H 0.348 1.379 -2.541
H 1.581 0.178 -2.926
H 0.852 1.472 1.303
H 1.684 1.711 -3.433
```

* ΔE to the lowest compared entry with this formula, charge and spin: 131.0 kcal per mole
* E: -362.770431 Eh
* E_LUMO: -7.85 eV
* highest occupied orbital energy: -0.4862 hartree
* total charge: +1
* orbital gap: 5.4 eV



Record 3
Density functional theory data (wB97M-V/def2-TZVPD) for 2 unconnected molecules or ions with the total composition C5H14N3.

Structure (XYZ):
```
22
C5H14N3 (wB97M-V/def2-TZVPD)
C -0.602 -2.562 -1.262
C -0.438 -1.237 -0.566
C 1.055 -0.801 -0.526
C 1.178 0.506 0.257
C 0.988 0.268 1.708
N 0.238 0.999 2.385
N 1.244 1.613 -0.351
N -1.592 2.040 -0.510
H -1.616 -2.662 -1.579
H -0.184 -2.400 -2.267
H -0.041 -3.398 -0.881
H -0.801 -1.213 0.472
H 1.687 -1.590 -0.126
H 1.368 -0.518 -1.524
H 1.566 -0.521 2.178
H -0.424 1.631 1.949
H 0.258 0.977 3.398
H 1.833 2.379 -0.032
H -2.313 2.396 0.082
H -1.785 2.290 -1.468
H -0.980 -0.435 -1.059
H -0.639 2.238 -0.278
```

* ΔE to the lowest compared entry with this formula, charge and spin: 80.8 kcal per mole
* E: -362.850435 Eh
* E_LUMO: -5.81 eV
* highest occupied orbital energy: -0.4890 hartree
* total charge: +1
* orbital gap: 7.5 eV



Record 4
Density functional theory data (wB97M-V/def2-TZVPD) for a gas-phase ion, C5H14N3 (charge +1).

Structure (XYZ):
```
22
C5H14N3 (wB97M-V/def2-TZVPD)
C 1.581 -1.376 -1.878
C 0.332 -0.628 -1.428
C 0.488 -0.060 -0.031
C -0.780 0.340 0.683
N -1.415 0.837 4.266
C -1.465 0.357 3.103
N -0.513 0.524 2.102
N 0.118 0.560 -2.406
H 1.572 -2.318 -1.326
H 2.497 -0.823 -1.708
H 1.485 -1.730 -2.905
H -0.524 -1.281 -1.552
H 1.259 0.710 0.041
H 0.972 -0.857 0.533
H -1.554 -0.431 0.635
H -1.364 1.180 0.261
H -0.795 1.638 4.360
H -2.192 -0.423 2.877
H 0.137 1.277 2.283
H -0.233 1.365 -1.889
H -0.583 0.345 -3.119
H 0.977 0.791 -2.904
```

* ΔE to the lowest compared entry with this formula, charge and spin: 44.7 kcal per mole
* E: -362.907887 Eh
* E_LUMO: -3.76 eV
* structure (SMILES): [H]/N=C\NCC[C@H](C)[NH3+]
* highest occupied orbital energy: -0.4468 hartree
* total charge: +1
* orbital gap: 8.4 eV



Record 5
Density functional theory data (wB97M-V/def2-TZVPD) for 2 unconnected molecules or ions with the total composition C5H14N3Si.

Structure (XYZ):
```
23
C5H14N3Si (wB97M-V/def2-TZVPD)
C -0.524 0.465 -0.450
C 2.089 1.342 -0.284
C 3.496 1.511 0.164
C -2.280 -1.141 -0.363
C -0.753 -2.474 1.605
N 1.293 0.658 0.383
N -0.962 -0.652 -0.008
N -0.200 -1.467 0.737
Si -1.301 1.864 -1.468
H 1.840 1.839 -1.220
H 3.774 2.562 0.094
H 4.136 0.954 -0.519
H 3.643 1.147 1.177
H -2.667 -0.592 -1.219
H -2.220 -2.199 -0.617
H -2.965 -1.015 0.478
H -1.560 -2.097 2.238
H -1.116 -3.330 1.032
H 0.052 -2.823 2.247
H 0.648 -0.967 1.019
H -0.292 2.898 -1.625
H -2.449 2.288 -0.673
H -1.682 1.227 -2.728
```

* ΔE to the lowest compared entry with this formula, charge and spin: 57.3 kcal per mole
* E: -652.276472 Eh
* E_LUMO: -3.82 eV
* highest occupied orbital energy: -0.4877 hartree
* total charge: +1
* orbital gap: 9.4 eV



Record 6
Density functional theory data (wB97M-V/def2-TZVPD) for C5H14N4 in the gas phase.

Structure (XYZ):
```
23
C5H14N4 (wB97M-V/def2-TZVPD)
C 2.327 0.410 -1.435
C -2.789 -0.914 1.119
C 0.291 -1.735 0.272
N 1.521 0.969 -0.367
N -2.095 -0.697 -0.135
C -0.173 0.763 -0.298
C -0.404 -0.501 -0.155
N 2.230 1.239 0.803
N -0.880 1.908 -0.476
H -2.521 0.100 -0.613
H 2.449 0.376 1.310
H 1.657 1.815 1.418
H -0.271 2.719 -0.443
H -1.413 1.877 -1.340
H 2.778 -0.553 -1.154
H 3.145 1.094 -1.695
H 1.712 0.256 -2.326
H -2.424 -1.824 1.606
H -3.868 -1.032 0.948
H -2.672 -0.069 1.812
H 0.035 -2.557 -0.402
H 1.379 -1.629 0.270
H -0.017 -2.016 1.282
```

* ΔE to the lowest compared entry with this formula, charge and spin: 92.6 kcal per mole
* E: -417.780991 Eh
* E_LUMO: 0.90 eV
* structure (SMILES): CN/C(C)=C(\N)N(C)N
* highest occupied orbital energy: -0.2722 hartree
* total charge: 0
* orbital gap: 8.3 eV



Record 7
Density functional theory data (wB97M-V/def2-TZVPD) for a molecular structure, C5H14N4.

Structure (XYZ):
```
23
C5H14N4 (wB97M-V/def2-TZVPD)
C -3.178 -0.526 1.328
C -0.013 -1.536 -0.700
C -2.261 0.035 0.525
C 0.194 -0.510 0.075
C 2.743 0.971 -0.204
N 3.823 0.124 -0.026
N -0.911 0.259 0.515
N -2.694 0.690 -1.153
N 1.494 -0.200 0.675
H -4.235 -0.525 1.058
H -2.788 -0.655 2.375
H 0.697 -2.278 -0.888
H -0.995 -1.688 -0.928
H 2.595 1.684 0.561
H 2.359 1.012 -1.199
H 4.291 0.115 0.877
H 4.198 -0.467 -0.767
H -0.648 1.041 1.147
H -3.651 1.041 -1.305
H -1.969 1.312 -1.515
H -2.456 -0.167 -1.622
H 2.094 -1.023 0.737
H 1.430 0.064 1.616
```

* ΔE to the lowest compared entry with this formula, charge and spin: 81.2 kcal per mole
* E: -417.202120 Eh
* E_LUMO: -6.78 eV
* highest occupied orbital energy: -0.6175 hartree
* total charge: +2
* orbital gap: 10.0 eV



Record 8
Density functional theory data (wB97M-V/def2-TZVPD) for a molecular structure, C5H14N4.

Structure (XYZ):
```
23
C5H14N4 (wB97M-V/def2-TZVPD)
C 0.474 -0.189 0.540
C 0.918 -0.988 1.481
C -1.144 -2.510 -0.045
C 1.176 -0.320 -1.858
C 0.158 2.186 -0.081
N -0.471 -1.865 -0.933
N 0.174 -0.651 -0.820
N -1.721 0.918 1.334
N -0.002 1.096 0.889
H 0.776 -0.540 2.422
H 1.323 -1.920 1.180
H -1.379 -2.151 0.935
H -1.529 -3.481 -0.327
H 0.717 0.597 -2.446
H 2.148 -0.112 -1.571
H 1.094 -1.177 -2.634
H 1.246 2.289 -0.473
H -0.448 2.175 -0.949
H -0.012 3.166 0.482
H -0.204 -2.345 -1.831
H -1.998 1.722 1.911
H -1.678 0.125 1.953
H 0.506 1.308 1.853
```

* ΔE to the lowest compared entry with this formula, charge and spin: 69.5 kcal per mole
* multiplicity: 3
* E: -416.981350 Eh
* E_LUMO (spin up / spin down): -8.91 / -11.57 eV
* <S²>: 2.008
* highest occupied orbital energy (spin up / spin down): -0.5514 / -0.7173 hartree
* total charge: +2
* orbital gap (spin up / spin down): 6.1 / 8.0 eV



Record 9
Density functional theory data (wB97M-V/def2-TZVPD) for a gas-phase ion, C5H14N4O (charge +2).

Structure (XYZ):
```
24
C5H14N4O (wB97M-V/def2-TZVPD)
C -1.196 0.188 0.224
C -0.025 0.937 -0.035
C -0.810 -1.242 -0.131
C 2.023 0.323 -1.175
C 1.247 -1.947 1.092
N 1.028 0.032 -0.111
N 0.562 -1.254 0.047
N -2.548 0.723 0.544
N 0.293 2.319 0.103
O -1.106 -1.426 -1.480
H -1.417 -1.863 0.512
H 1.683 0.634 -2.186
H 2.506 1.251 -0.787
H 2.710 -0.604 -1.193
H 0.471 -2.576 1.726
H 1.863 -2.646 0.615
H 1.752 -1.262 1.739
H -3.177 0.135 1.220
H -3.055 0.896 -0.339
H -2.738 1.681 0.988
H 0.298 2.830 1.051
H -0.328 3.012 -0.580
H 1.265 2.288 -0.081
H -1.301 -2.427 -1.765
```

* ΔE to the lowest compared entry with this formula, charge and spin: 105.6 kcal per mole
* E: -492.379989 Eh
* E_LUMO: -7.89 eV
* structure (SMILES): CN1C([NH3+])=C([NH3+])[C@@H](O)N1C
* highest occupied orbital energy: -0.5968 hartree
* total charge: +2
* orbital gap: 8.4 eV



Record 10
Density functional theory data (wB97M-V/def2-TZVPD) for 2 unconnected molecules or ions with the total composition C5H14N5O.

Structure (XYZ):
```
25
C5H14N5O (wB97M-V/def2-TZVPD)
C -2.198 -1.413 0.022
C -2.971 0.556 0.606
C -2.229 0.741 -0.760
C 1.983 0.145 0.895
C 2.429 1.359 -0.017
N -2.702 -0.799 1.018
N -1.780 -0.645 -1.023
N 1.933 -2.233 0.488
N 1.569 -0.952 0.085
N 0.698 -0.819 -0.810
O 1.194 1.950 -0.542
H -2.029 -2.542 0.144
H -2.510 1.288 1.385
H -4.140 0.567 0.549
H -2.762 1.315 -1.483
H -1.323 1.314 -0.597
H 2.969 -0.167 1.408
H 1.328 0.380 1.707
H 3.258 1.178 -0.741
H 2.839 2.089 0.647
H 1.702 -3.049 -0.052
H 2.650 -2.240 1.188
H -1.580 -1.015 -2.045
H 0.438 0.230 -0.943
H 1.233 2.762 -1.130
```

* ΔE to the lowest compared entry with this formula, charge and spin: 0.0 kcal per mole
* E: -547.530394 Eh
* E_LUMO (spin up / spin down): -4.75 / -4.75 eV
* highest occupied orbital energy (spin up / spin down): -0.4189 / -0.4190 hartree
* total charge: +1
* orbital gap (spin up / spin down): 6.6 / 6.6 eV



Record 11
Density functional theory data (wB97M-V/def2-TZVPD) for a molecular structure, C5H14N7O2SbSe4V.

Structure (XYZ):
```
34
C5H14N7O2SbSe4V (wB97M-V/def2-TZVPD)
V -0.325 -1.036 -1.083
Se 2.617 -5.980 1.700
Sb 0.742 -4.521 1.457
Se 0.723 -1.459 -3.139
Se 0.704 -3.127 -1.469
Se 0.589 -2.927 3.267
C -1.112 2.417 1.485
N -1.312 0.988 1.695
C -0.604 0.460 2.860
C -1.506 0.155 0.635
N -1.554 -1.134 0.615
N -1.542 0.806 -0.626
C -1.893 0.312 -1.894
N -1.774 1.217 -2.916
N -2.339 -0.903 -1.960
H -1.072 2.891 2.463
H -1.958 2.850 0.949
H -0.183 2.636 0.950
H -0.884 1.054 3.730
H 0.477 0.504 2.709
H -0.863 -0.572 3.064
H -1.446 -1.604 1.506
H -1.006 1.667 -0.670
H -1.281 2.079 -2.754
H -2.483 1.220 -3.625
H -2.384 -1.196 -2.934
N 3.530 -0.496 -0.667
N 2.911 0.685 -1.062
C 1.597 0.885 -0.760
O 1.063 1.967 -1.049
O 0.983 -0.099 -0.153
H 3.996 -0.427 0.227
H 4.139 -0.842 -1.391
H 3.451 1.530 -1.162
```

* E: -11522.817208 Eh
* E_LUMO (spin up / spin down): 2.06 / 2.06 eV
* highest occupied orbital energy (spin up / spin down): -0.1341 / -0.1342 hartree
* total charge: -1
* orbital gap (spin up / spin down): 5.7 / 5.7 eV



Question: The lowest total charge belongs to which entry?
Answer: C5H14N7O2SbSe4V



Copy entry 11 word for word.
Density functional theory data (wB97M-V/def2-TZVPD) for a molecular structure, C5H14N7O2SbSe4V.

Structure (XYZ):
```
34
C5H14N7O2SbSe4V (wB97M-V/def2-TZVPD)
V -0.325 -1.036 -1.083
Se 2.617 -5.980 1.700
Sb 0.742 -4.521 1.457
Se 0.723 -1.459 -3.139
Se 0.704 -3.127 -1.469
Se 0.589 -2.927 3.267
C -1.112 2.417 1.485
N -1.312 0.988 1.695
C -0.604 0.460 2.860
C -1.506 0.155 0.635
N -1.554 -1.134 0.615
N -1.542 0.806 -0.626
C -1.893 0.312 -1.894
N -1.774 1.217 -2.916
N -2.339 -0.903 -1.960
H -1.072 2.891 2.463
H -1.958 2.850 0.949
H -0.183 2.636 0.950
H -0.884 1.054 3.730
H 0.477 0.504 2.709
H -0.863 -0.572 3.064
H -1.446 -1.604 1.506
H -1.006 1.667 -0.670
H -1.281 2.079 -2.754
H -2.483 1.220 -3.625
H -2.384 -1.196 -2.934
N 3.530 -0.496 -0.667
N 2.911 0.685 -1.062
C 1.597 0.885 -0.760
O 1.063 1.967 -1.049
O 0.983 -0.099 -0.153
H 3.996 -0.427 0.227
H 4.139 -0.842 -1.391
H 3.451 1.530 -1.162
```

* E: -11522.817208 Eh
* E_LUMO (spin up / spin down): 2.06 / 2.06 eV
* highest occupied orbital energy (spin up / spin down): -0.1341 / -0.1342 hartree
* total charge: -1
* orbital gap (spin up / spin down): 5.7 / 5.7 eV



Question: Which of these has the highest E?
Answer: number 2